# 1
The following is a DFT calculation (wB97M-V/def2-TZVPD) of a 3-piece molecular cluster, C28H53ClF2N2O6SSi overall at a distorted geometry.

Cartesian coordinates (Å):
C (-3.345, -3.364, 6.341)
C (-3.665, -2.522, 4.966)
C (-4.672, -3.447, 4.060)
C (-3.899, -4.670, 3.236)
C (-3.951, -4.254, 1.651)
C (-2.864, -5.020, 0.692)
C (-1.323, -5.026, 1.251)
C (-0.627, -3.549, 1.392)
Cl (-1.478, -2.077, 0.584)
O (-0.896, -3.241, 2.836)
S (0.540, -3.354, 3.792)
O (0.630, -2.078, 4.665)
O (0.808, -4.722, 4.528)
O (1.780, -3.379, 2.597)
C (1.003, -3.386, 1.315)
C (1.859, -4.138, 0.137)
F (1.819, -5.646, 0.231)
F (3.307, -3.788, 0.384)
C (1.328, -3.718, -1.355)
C (2.226, -2.584, -2.125)
Si (1.119, -1.147, -2.877)
C (-0.552, -1.797, -3.582)
C (2.219, -0.354, -4.298)
C (0.902, 0.301, -1.568)
C (-0.070, 1.584, -1.886)
C (-0.143, 2.775, -0.738)
C (0.706, 2.748, 0.675)
C (1.659, 1.447, 1.014)
C (1.738, 0.248, -0.134)
H (-2.386, -2.928, 6.852)
H (-3.140, -4.485, 6.059)
H (-4.313, -3.314, 7.029)
H (-2.684, -2.173, 4.411)
H (-4.210, -1.521, 5.305)
H (-5.512, -3.871, 4.779)
H (-5.239, -2.700, 3.324)
H (-2.826, -4.777, 3.690)
H (-4.522, -5.667, 3.420)
H (-5.029, -4.582, 1.257)
H (-3.933, -3.086, 1.595)
H (-3.202, -6.156, 0.569)
H (-2.944, -4.549, -0.384)
H (-1.295, -5.527, 2.332)
H (-0.717, -5.773, 0.555)
H (1.123, -2.243, 1.000)
H (1.306, -4.673, -2.072)
H (0.219, -3.322, -1.325)
H (3.021, -2.038, -1.462)
H (2.808, -3.123, -2.990)
H (-1.183, -0.921, -4.042)
H (-1.134, -2.466, -2.814)
H (-0.273, -2.518, -4.492)
H (1.765, 0.718, -4.559)
H (3.283, -0.121, -3.821)
H (2.316, -1.052, -5.232)
H (-0.678, 1.676, -2.882)
H (-0.837, 3.708, -0.923)
H (0.666, 3.623, 1.479)
H (2.283, 1.369, 2.023)
H (2.453, -0.662, 0.130)
C (-3.128, 6.154, 4.894)
O (-1.968, 6.825, 4.425)
C (-0.744, 6.361, 5.001)
C (-0.177, 5.081, 4.347)
C (-0.910, 3.808, 4.764)
N (-0.183, 5.177, 2.880)
H (-3.044, 5.870, 5.948)
H (-3.329, 5.278, 4.276)
H (-3.978, 6.834, 4.786)
H (-0.020, 7.170, 4.841)
H (-0.844, 6.250, 6.088)
H (0.863, 4.977, 4.680)
H (-1.876, 3.695, 4.267)
H (-0.314, 2.924, 4.503)
H (-1.076, 3.787, 5.847)
H (0.389, 5.976, 2.603)
H (-1.129, 5.447, 2.597)
C (3.280, 3.926, -5.483)
O (2.954, 2.581, -5.803)
C (2.462, 2.392, -7.133)
C (3.566, 2.302, -8.212)
C (4.171, 3.655, -8.578)
N (4.644, 1.389, -7.806)
H (2.609, 4.641, -5.971)
H (4.317, 4.131, -5.748)
H (3.187, 4.047, -4.400)
H (1.931, 1.433, -7.115)
H (1.714, 3.154, -7.382)
H (3.101, 1.901, -9.121)
H (4.870, 4.023, -7.822)
H (4.733, 3.578, -9.517)
H (3.391, 4.410, -8.720)
H (4.247, 0.462, -7.655)
H (4.949, 1.676, -6.871)

Its largest force on an atom is 6.73 eV Å⁻¹. The molar mass comes out at 647.34 g/mol. Its structure (SMILES) is CCCCCCC[C@@]1(Cl)OS(=O)(=O)O[C@H]1C(F)(F)CC[Si](C)(C)c1ccccc1.COC[C@@H](C)N.COC[C@@H](C)N. The value obtained for the HOMO-LUMO gap is 8.422 eV. The spin multiplicity is 1.

Per-atom Mulliken charges, elementary charge units: atom 1 (C): -0.958, atom 2 (C): -0.085, atom 3 (C): -0.771, atom 4 (C): -0.032, atom 5 (C): -0.687, atom 6 (C): -0.718, atom 7 (C): -0.552, atom 8 (C): 0.348, atom 9 (Cl): -0.133, atom 10 (O): -0.129, atom 11 (S): 1.173, atom 12 (O): -0.552, atom 13 (O): -0.584, atom 14 (O): -0.422, atom 15 (C): 0.208, atom 16 (C): 0.929, atom 17 (F): -0.364, atom 18 (F): -0.332, atom 19 (C): -0.459, atom 20 (C): -0.446, atom 21 (Si): -0.073, atom 22 (C): -0.775, atom 23 (C): -0.690, atom 24 (C): 0.876, atom 25 (C): -0.447, atom 26 (C): -0.591, atom 27 (C): -0.121, atom 28 (C): -0.548, atom 29 (C): 0.009, atom 30 (H): 0.283, atom 31 (H): 0.227, atom 32 (H): 0.315, atom 33 (H): -0.016, atom 34 (H): 0.317, atom 35 (H): 0.320, atom 36 (H): 0.301, atom 37 (H): 0.010, atom 38 (H): 0.326, atom 39 (H): 0.329, atom 40 (H): 0.255, atom 41 (H): 0.368, atom 42 (H): 0.202, atom 43 (H): 0.305, atom 44 (H): 0.333, atom 45 (H): -0.294, atom 46 (H): 0.361, atom 47 (H): -0.214, atom 48 (H): 0.313, atom 49 (H): 0.394, atom 50 (H): 0.294, atom 51 (H): 0.157, atom 52 (H): 0.251, atom 53 (H): -0.008, atom 54 (H): 0.226, atom 55 (H): 0.337, atom 56 (H): 0.233, atom 57 (H): 0.277, atom 58 (H): 0.306, atom 59 (H): 0.277, atom 60 (H): 0.171, atom 61 (C): -0.627, atom 62 (O): -0.383, atom 63 (C): -0.688, atom 64 (C): 0.249, atom 65 (C): -1.415, atom 66 (N): -0.552, atom 67 (H): 0.293, atom 68 (H): 0.222, atom 69 (H): 0.256, atom 70 (H): 0.349, atom 71 (H): 0.420, atom 72 (H): 0.331, atom 73 (H): 0.283, atom 74 (H): 0.340, atom 75 (H): 0.343, atom 76 (H): 0.256, atom 77 (H): 0.266, atom 78 (C): -0.796, atom 79 (O): -0.243, atom 80 (C): -0.715, atom 81 (C): 0.306, atom 82 (C): -1.389, atom 83 (N): -0.741, atom 84 (H): 0.349, atom 85 (H): 0.241, atom 86 (H): 0.256, atom 87 (H): 0.348, atom 88 (H): 0.440, atom 89 (H): 0.394, atom 90 (H): 0.284, atom 91 (H): 0.356, atom 92 (H): 0.336, atom 93 (H): 0.268, atom 94 (H): 0.335



# 2
The following is a DFT calculation (wB97M-V/def2-TZVPD) of C28H53F2InN3O4 as an isolated structure at a distorted geometry.

Cartesian coordinates (Å):
C (10.194, -1.259, 2.772)
C (9.332, -0.736, 1.532)
C (9.526, 0.844, 1.327)
C (8.086, 1.510, 1.372)
C (7.745, 2.124, 2.786)
C (6.586, 3.218, 2.611)
C (5.213, 2.443, 2.716)
C (3.938, 3.360, 2.839)
C (3.315, 3.838, 1.473)
C (3.113, 2.708, 0.384)
C (1.545, 2.558, 0.048)
In (0.737, 1.119, 1.620)
C (-1.497, 0.851, 1.543)
C (-1.933, 0.094, 2.857)
C (-2.786, -1.095, 2.857)
C (-3.073, -1.705, 4.173)
C (-2.543, -1.185, 5.429)
C (-1.702, 0.019, 5.430)
C (-1.416, 0.640, 4.136)
N (1.878, -0.714, 1.430)
C (1.612, -1.422, 0.216)
O (2.484, -1.993, -0.366)
F (0.337, -1.481, -0.346)
C (1.778, -1.536, 2.569)
O (2.232, -1.148, 3.607)
F (1.182, -2.792, 2.541)
H (10.356, -0.386, 3.463)
H (11.184, -1.645, 2.403)
H (9.597, -2.045, 3.303)
H (9.566, -1.285, 0.579)
H (8.263, -0.983, 1.784)
H (9.977, 1.007, 0.305)
H (10.211, 1.258, 2.117)
H (7.289, 0.780, 1.052)
H (8.075, 2.317, 0.582)
H (7.321, 1.273, 3.400)
H (8.629, 2.520, 3.347)
H (6.684, 3.997, 3.412)
H (6.649, 3.644, 1.570)
H (5.263, 1.838, 3.671)
H (5.181, 1.697, 1.884)
H (4.275, 4.297, 3.384)
H (3.195, 2.874, 3.523)
H (3.857, 4.727, 1.031)
H (2.281, 4.231, 1.713)
H (3.451, 1.689, 0.698)
H (3.695, 2.978, -0.549)
H (1.010, 3.542, 0.086)
H (1.455, 2.083, -0.974)
H (1.228, 1.846, 3.201)
H (-1.975, 1.871, 1.494)
H (-1.854, 0.295, 0.627)
H (-3.177, -1.509, 1.893)
H (-3.723, -2.610, 4.213)
H (-2.750, -1.673, 6.407)
H (-1.254, 0.468, 6.347)
H (-0.787, 1.555, 4.134)
C (-3.516, -2.090, -1.815)
C (-3.727, -3.295, -0.903)
C (-4.844, -4.240, -1.381)
O (-6.162, -3.771, -1.129)
C (-6.650, -2.847, -2.086)
N (-3.968, -2.819, 0.464)
H (-4.292, -1.333, -1.695)
H (-2.564, -1.607, -1.587)
H (-3.492, -2.393, -2.866)
H (-2.794, -3.868, -0.904)
H (-4.756, -5.176, -0.820)
H (-4.723, -4.501, -2.441)
H (-6.287, -3.065, -3.094)
H (-6.382, -1.829, -1.797)
H (-7.740, -2.910, -2.089)
H (-4.015, -3.622, 1.087)
H (-4.913, -2.438, 0.491)
C (-7.601, 0.233, -7.687)
C (-6.217, 0.164, -7.049)
C (-6.187, -0.630, -5.730)
O (-6.709, 0.070, -4.610)
C (-8.122, 0.033, -4.502)
N (-5.706, 1.528, -6.872)
H (-8.262, 0.936, -7.177)
H (-7.523, 0.567, -8.724)
H (-8.082, -0.749, -7.689)
H (-5.562, -0.356, -7.755)
H (-5.140, -0.832, -5.484)
H (-6.675, -1.607, -5.837)
H (-8.538, -0.917, -4.849)
H (-8.566, 0.865, -5.053)
H (-8.383, 0.161, -3.450)
H (-4.748, 1.477, -6.534)
H (-6.213, 1.943, -6.092)

Its largest force on an atom is 3.97 eV Å⁻¹. The molar mass comes out at 648.56 g/mol. The value obtained for the HOMO-LUMO gap is 6.729 eV. As for the charge: -1. The spin multiplicity is 1.

Per-atom Mulliken charges, elementary charge units: atom 1 (C): -1.063, atom 2 (C): -0.402, atom 3 (C): -0.768, atom 4 (C): -0.683, atom 5 (C): -0.464, atom 6 (C): -0.588, atom 7 (C): -0.289, atom 8 (C): -0.558, atom 9 (C): -0.628, atom 10 (C): -0.204, atom 11 (C): -1.349, atom 12 (In): 0.932, atom 13 (C): -0.871, atom 14 (C): 0.585, atom 15 (C): -0.348, atom 16 (C): -0.392, atom 17 (C): -0.453, atom 18 (C): -0.630, atom 19 (C): -0.217, atom 20 (N): -0.053, atom 21 (C): 0.456, atom 22 (O): -0.531, atom 23 (F): -0.152, atom 24 (C): 0.500, atom 25 (O): -0.495, atom 26 (F): -0.262, atom 27 (H): 0.295, atom 28 (H): 0.273, atom 29 (H): 0.292, atom 30 (H): 0.352, atom 31 (H): 0.266, atom 32 (H): 0.293, atom 33 (H): 0.388, atom 34 (H): 0.248, atom 35 (H): 0.384, atom 36 (H): 0.202, atom 37 (H): 0.452, atom 38 (H): 0.313, atom 39 (H): 0.246, atom 40 (H): 0.265, atom 41 (H): 0.081, atom 42 (H): 0.330, atom 43 (H): 0.094, atom 44 (H): 0.338, atom 45 (H): 0.311, atom 46 (H): 0.143, atom 47 (H): 0.315, atom 48 (H): 0.385, atom 49 (H): 0.285, atom 50 (H): -0.516, atom 51 (H): 0.301, atom 52 (H): 0.065, atom 53 (H): 0.501, atom 54 (H): 0.281, atom 55 (H): 0.302, atom 56 (H): 0.322, atom 57 (H): 0.258, atom 58 (C): -1.364, atom 59 (C): 0.184, atom 60 (C): -0.730, atom 61 (O): -0.428, atom 62 (C): -0.656, atom 63 (N): -0.547, atom 64 (H): 0.287, atom 65 (H): 0.218, atom 66 (H): 0.375, atom 67 (H): 0.353, atom 68 (H): 0.361, atom 69 (H): 0.402, atom 70 (H): 0.286, atom 71 (H): 0.229, atom 72 (H): 0.348, atom 73 (H): 0.269, atom 74 (H): 0.281, atom 75 (C): -1.420, atom 76 (C): 0.294, atom 77 (C): -0.604, atom 78 (O): -0.373, atom 79 (C): -0.753, atom 80 (N): -0.747, atom 81 (H): 0.283, atom 82 (H): 0.356, atom 83 (H): 0.338, atom 84 (H): 0.424, atom 85 (H): 0.312, atom 86 (H): 0.399, atom 87 (H): 0.330, atom 88 (H): 0.276, atom 89 (H): 0.271, atom 90 (H): 0.282, atom 91 (H): 0.330



Number 1: LUMO level -0.05 eV. Number 2: LUMO level 2.05 eV.